{
  "formula": "C46H63N5O2W",
  "method": "ωB97M-V/def2-TZVPD",
  "largest_force_ev_per_a": 2.32,
  "homo_ev": [-12.738, -12.741],
  "homo_lumo_gap_ev": [6.244, 6.124],
  "charge": 2,
  "e_tot_ha": -2281.5571,
  "spin_multiplicity": 3,
  "de_lowest_kcal_mol": 18.1,
  "elements": ["W", "C", "N", "C", "C", "C", "N", "C", "C", "C", "C", "C", "C", "C", "O", "C", "C", "C", "C", "C", "C", "C", "C", "C", "C", "C", "C", "C", "C", "C", "O", "C", "C", "C", "C", "C", "C", "C", "C", "H", "H", "H", "H", "H", "H", "H", "H", "H", "H", "H", "H", "H", "H", "H", "H", "H", "H", "H", "H", "H", "H", "H", "H", "H", "H", "H", "H", "H", "H", "H", "H", "H", "H", "H", "H", "H", "H", "H", "H", "H", "H", "H", "H", "H", "H", "H", "H", "H", "H", "H", "H", "H", "H", "N", "C", "C", "C", "C", "C", "C", "N", "C", "C", "C", "C", "N", "C", "C", "H", "H", "H", "H", "H", "H", "H", "H", "H"],
  "positions_angstrom": [[1.620805, 0.184272, 1.341996], [4.116333, 1.465479, 2.458517], [3.214955, 0.375902, 2.870475], [4.018812, -0.856729, 2.973843], [2.625217, 0.682234, 4.202884], [1.213925, 0.096187, 4.307917], [0.419276, 0.511648, 3.132153], [-0.814836, -0.307193, 2.990201], [-0.749027, -1.720149, 2.396087], [-1.944808, -2.428051, 2.385614], [-2.034392, -3.706589, 1.850040], [-0.871040, -4.284810, 1.352244], [0.354184, -3.640549, 1.355074], [0.402513, -2.328467, 1.866522], [1.529756, -1.604560, 1.856555], [1.617991, -4.303897, 0.816719], [1.333940, -5.681852, 0.215337], [2.626362, -4.480866, 1.960148], [2.254734, -3.435621, -0.280421], [-3.370662, -4.427188, 1.812900], [-3.267140, -5.829303, 1.206618], [-3.905300, -4.563985, 3.244699], [-4.346674, -3.604458, 0.958907], [-0.004281, 1.932752, 3.281709], [-0.469854, 2.627425, 2.014892], [-1.671664, 3.322772, 1.999495], [-1.987103, 4.187025, 0.960151], [-1.038859, 4.361345, -0.046768], [0.176139, 3.701453, -0.083807], [0.438105, 2.776064, 0.945429], [1.544484, 2.026004, 1.010543], [1.227875, 4.005923, -1.140273], [2.437139, 4.640592, -0.435819], [0.720676, 4.959399, -2.224918], [1.683347, 2.711012, -1.824630], [-3.288440, 4.966856, 0.894838], [-4.161451, 4.769740, 2.138652], [-4.065315, 4.481120, -0.339828], [-2.975724, 6.466369, 0.764642], [4.916100, 1.613099, 3.190982], [4.568333, 1.209172, 1.496199], [3.557982, 2.399414, 2.350396], [4.888313, -0.696025, 3.619015], [3.419340, -1.665376, 3.395241], [4.367375, -1.151813, 1.980161], [3.251839, 0.283719, 5.008202], [2.591118, 1.768740, 4.332930], [1.249515, -0.999355, 4.326982], [0.741700, 0.439182, 5.237977], [-1.288875, -0.393597, 3.979054], [-1.501419, 0.278394, 2.357295], [-2.821213, -1.955795, 2.804257], [-0.924540, -5.277100, 0.947816], [0.954230, -6.366918, 0.968619], [0.627843, -5.616166, -0.609364], [2.260501, -6.097944, -0.171251], [2.213164, -5.119984, 2.735546], [3.531889, -4.946238, 1.578221], [2.890913, -3.523081, 2.400361], [1.535484, -3.225502, -1.070685], [2.633873, -2.493876, 0.128027], [3.092903, -3.968531, -0.721765], [-2.601457, -6.462547, 1.787677], [-4.248833, -6.294637, 1.212655], [-2.925382, -5.796474, 0.174453], [-3.196218, -5.117228, 3.856538], [-4.078104, -3.594931, 3.704531], [-4.846397, -5.106904, 3.235674], [-3.957941, -3.483168, -0.050757], [-5.301184, -4.118973, 0.897491], [-4.520484, -2.618872, 1.382325], [-0.800213, 1.995747, 4.035050], [0.850690, 2.509763, 3.656414], [-2.349087, 3.198496, 2.828573], [-1.253043, 5.067475, -0.826610], [2.171214, 5.592744, 0.016457], [2.819454, 3.981595, 0.343085], [3.229811, 4.812206, -1.158621], [0.476636, 5.934303, -1.812932], [1.503190, 5.105312, -2.965536], [-0.150065, 4.555434, -2.738865], [2.270007, 2.106370, -1.130305], [0.825631, 2.139793, -2.178298], [2.316978, 2.944745, -2.676277], [-4.475186, 3.733186, 2.248706], [-3.640377, 5.091474, 3.038547], [-5.058349, 5.376302, 2.041115], [-4.309808, 3.424176, -0.239639], [-4.991523, 5.040673, -0.439848], [-3.482600, 4.617992, -1.247959], [-2.341546, 6.793483, 1.587009], [-2.474879, 6.695195, -0.172316], [-3.901834, 7.034746, 0.796466], [-0.524868, -0.875729, -5.402842], [-0.263237, -0.929284, -6.742860], [-1.051674, -1.144906, -7.863654], [-0.408406, -1.169583, -9.083884], [0.976318, -0.951766, -9.206430], [1.768176, -0.724312, -8.110551], [1.145900, -0.734369, -6.855322], [1.680261, -0.595903, -5.628715], [0.682192, -0.690289, -4.763403], [0.945486, -0.607770, -3.366695], [2.303602, -0.524668, -2.977935], [2.643037, -0.373514, -1.664944], [1.722961, -0.292413, -0.669731], [0.412125, -0.419307, -1.027661], [-0.011556, -0.584299, -2.322697], [-1.430195, -0.984639, -4.980700], [-2.117682, -1.287821, -7.788904], [-0.983878, -1.342846, -9.980234], [1.416197, -0.952599, -10.192402], [2.829065, -0.552275, -8.185278], [3.053606, -0.577869, -3.752058], [3.680255, -0.310165, -1.355112], [-0.327144, -0.384734, -0.203284], [-1.066011, -0.688143, -2.533057]],
  "forces_ev_per_a": [[0.75, 0.26, 0.41], [0.32, 0.69, -0.27], [-0.23, 0.02, -0.21], [0.19, -0.75, -0.01], [-0.67, 0.14, 0.43], [0.55, -0.25, 0.35], [-0.20, -0.12, -0.04], [-0.78, -0.41, -0.14], [0.48, -0.08, -0.07], [0.12, -0.02, -0.07], [0.04, 0.09, 0.02], [-0.02, 0.19, 0.09], [0.38, 0.43, -0.01], [-1.93, -0.74, 0.29], [1.12, -0.97, 0.59], [0.19, 0.00, -0.07], [0.05, 0.23, 0.11], [-0.12, 0.02, -0.09], [0.10, 0.05, 0.21], [-0.19, -0.06, 0.00], [0.00, 0.23, 0.10], [0.06, -0.01, -0.18], [0.10, -0.13, 0.11], [-0.13, 0.82, -0.22], [0.46, -0.08, -0.29], [0.00, 0.03, -0.10], [0.05, -0.08, 0.19], [-0.02, -0.13, 0.25], [0.34, -0.42, 0.10], [-2.05, 1.01, 0.36], [1.29, 1.01, 0.06], [0.17, -0.07, -0.12], [-0.11, -0.06, -0.07], [0.08, -0.12, 0.21], [0.17, 0.07, 0.20], [-0.20, 0.05, -0.04], [0.19, 0.01, -0.25], [0.06, 0.09, 0.21], [-0.05, -0.21, 0.03], [-0.09, -0.14, -0.02], [-0.02, 0.05, 0.11], [0.09, -0.22, 0.00], [-0.11, 0.16, -0.08], [0.06, 0.16, -0.15], [-0.06, -0.01, 0.13], [0.01, 0.03, -0.20], [0.07, -0.21, -0.11], [-0.03, 0.20, -0.02], [-0.01, -0.07, -0.18], [0.12, 0.18, -0.12], [0.21, -0.05, 0.23], [-0.17, 0.05, 0.05], [0.01, -0.16, -0.06], [-0.10, -0.13, 0.02], [-0.10, -0.07, -0.08], [0.09, -0.06, -0.03], [-0.02, -0.08, 0.12], [0.13, -0.06, 0.00], [0.04, 0.02, 0.06], [-0.08, 0.07, -0.13], [-0.05, -0.33, -0.18], [0.11, -0.08, -0.08], [0.10, -0.12, 0.03], [-0.11, -0.04, 0.00], [0.07, -0.04, -0.12], [0.03, -0.05, 0.12], [-0.04, 0.11, 0.09], [-0.13, -0.04, 0.03], [0.01, 0.02, -0.12], [-0.16, -0.03, -0.02], [-0.04, 0.14, 0.05], [0.17, -0.15, -0.06], [-0.15, -0.25, 0.01], [-0.11, 0.02, 0.15], [-0.05, 0.12, -0.18], [-0.03, 0.10, 0.04], [0.06, 0.02, 0.02], [0.16, 0.07, -0.08], [-0.10, 0.14, 0.00], [0.08, 0.02, -0.05], [-0.10, 0.00, -0.04], [-0.12, 0.15, -0.26], [-0.04, -0.07, -0.07], [0.07, 0.03, -0.13], [-0.02, -0.11, 0.07], [0.01, 0.00, 0.13], [-0.08, 0.03, 0.01], [-0.04, -0.08, -0.04], [-0.12, 0.05, -0.04], [0.01, 0.01, -0.12], [0.04, 0.08, 0.05], [0.05, 0.07, -0.08], [-0.07, 0.09, -0.02], [0.04, -0.01, 0.33], [0.93, 0.12, -0.21], [-0.24, -0.07, -0.31], [-0.22, 0.09, 0.28], [0.26, 0.09, 0.02], [-0.12, -0.07, -0.02], [-0.99, -0.14, -0.24], [0.18, 0.03, 0.79], [0.12, -0.03, -1.10], [0.24, 0.13, 1.29], [-0.33, -0.05, 0.02], [0.16, 0.03, 0.33], [-0.55, -0.32, -1.36], [0.20, 0.05, 0.31], [0.23, -0.08, -0.42], [-0.02, -0.03, 0.02], [-0.13, -0.05, -0.03], [-0.08, -0.02, -0.04], [0.03, -0.03, -0.05], [0.13, 0.00, -0.05], [0.10, 0.03, 0.07], [-0.08, 0.03, -0.05], [0.18, -0.04, -0.34], [-0.05, 0.06, 0.10]],
  "lowdin_spin": [1.610, 0.017, 0.013, 0.014, 0.006, 0.010, 0.021, 0.009, 0.002, 0.002, -0.003, 0.002, -0.003, 0.017, 0.080, 0.000, 0.000, 0.001, 0.000, 0.000, 0.000, 0.000, 0.000, 0.001, 0.005, 0.001, 0.002, 0.001, 0.001, 0.015, 0.089, 0.000, 0.001, 0.000, 0.000, 0.000, 0.000, 0.000, 0.000, 0.001, 0.005, 0.000, 0.001, 0.000, 0.004, 0.000, 0.000, 0.000, 0.002, 0.000, 0.001, 0.000, 0.000, 0.000, 0.000, 0.000, 0.000, 0.000, 0.000, 0.000, 0.002, 0.000, 0.000, 0.000, 0.000, 0.000, 0.000, 0.000, 0.000, 0.000, 0.000, 0.000, 0.000, 0.000, 0.000, 0.000, 0.000, 0.000, 0.000, 0.000, 0.000, 0.001, 0.000, 0.000, 0.000, 0.000, 0.000, 0.000, 0.000, 0.000, 0.000, 0.000, 0.000, 0.000, 0.000, 0.000, 0.000, 0.000, 0.000, 0.000, 0.000, 0.000, 0.001, 0.003, 0.015, 0.027, 0.009, 0.001, 0.000, 0.000, 0.000, 0.000, 0.000, 0.000, 0.003, 0.005, 0.000]
}